{
  "formula": "C25H61N11O15",
  "method": "wB97M-V/def2-TZVPD",
  "species": ["C", "N", "O", "O", "H", "H", "H", "C", "N", "O", "O", "H", "H", "H", "C", "N", "O", "O", "H", "H", "H", "C", "N", "O", "O", "H", "H", "H", "C", "O", "N", "C", "C", "H", "H", "H", "H", "H", "H", "H", "C", "O", "N", "C", "C", "H", "H", "H", "H", "H", "H", "H", "C", "O", "N", "C", "C", "H", "H", "H", "H", "H", "H", "H", "C", "O", "N", "C", "C", "H", "H", "H", "H", "H", "H", "H", "C", "O", "N", "C", "C", "H", "H", "H", "H", "H", "H", "H", "C", "O", "N", "C", "C", "H", "H", "H", "H", "H", "H", "H", "C", "O", "N", "C", "C", "H", "H", "H", "H", "H", "H", "H"],
  "positions_angstrom": [[-20.37, -4.60, -5.86], [-21.17, -3.66, -5.00], [-22.22, -4.08, -4.41], [-20.83, -2.47, -4.86], [-20.81, -5.60, -5.86], [-19.40, -4.56, -5.36], [-20.45, -4.13, -6.84], [-24.55, -2.16, -1.88], [-23.82, -1.36, -0.91], [-24.36, -0.72, 0.02], [-22.62, -1.47, -0.93], [-25.49, -1.77, -2.25], [-24.59, -3.20, -1.55], [-23.97, -2.37, -2.78], [-19.67, -0.72, -1.67], [-20.03, 0.65, -1.74], [-20.86, 0.95, -2.59], [-19.43, 1.47, -1.08], [-20.14, -1.10, -0.77], [-18.63, -0.80, -1.36], [-19.96, -1.28, -2.56], [-18.19, -7.85, 4.04], [-17.25, -7.57, 2.93], [-17.67, -7.37, 1.83], [-16.06, -7.38, 3.26], [-18.72, -6.92, 4.23], [-17.60, -8.06, 4.93], [-18.84, -8.68, 3.74], [-20.80, -0.30, 2.41], [-20.09, 0.78, 2.32], [-20.23, -1.49, 2.25], [-21.21, -2.62, 2.33], [-18.77, -1.79, 2.36], [-21.84, -0.34, 2.76], [-21.05, -3.31, 1.50], [-22.27, -2.39, 2.24], [-21.01, -3.24, 3.21], [-18.57, -2.34, 3.28], [-18.51, -2.40, 1.49], [-18.10, -0.93, 2.36], [-23.98, -8.64, -2.03], [-24.36, -8.37, -0.88], [-24.81, -8.39, -3.09], [-24.26, -8.58, -4.45], [-26.06, -7.66, -2.93], [-23.03, -9.14, -2.27], [-23.66, -9.49, -4.56], [-23.73, -7.67, -4.74], [-25.09, -8.66, -5.14], [-26.71, -8.07, -2.17], [-26.02, -6.59, -2.73], [-26.55, -7.68, -3.90], [-22.17, -6.79, 3.97], [-21.04, -6.78, 4.45], [-22.64, -7.64, 3.01], [-23.99, -7.67, 2.57], [-21.76, -8.61, 2.24], [-22.98, -6.15, 4.35], [-24.34, -8.57, 3.06], [-24.02, -7.67, 1.48], [-24.70, -6.90, 2.87], [-22.23, -9.52, 1.87], [-21.29, -8.19, 1.36], [-20.94, -9.01, 2.84], [-27.91, -6.21, 1.90], [-28.71, -5.92, 2.76], [-27.27, -5.29, 1.09], [-26.29, -5.64, 0.07], [-27.45, -3.80, 1.26], [-27.62, -7.25, 1.70], [-26.59, -5.29, -0.91], [-26.24, -6.73, -0.06], [-25.31, -5.23, 0.29], [-28.23, -3.52, 1.97], [-26.47, -3.49, 1.61], [-27.69, -3.25, 0.35], [-16.39, -3.77, -2.69], [-16.55, -4.33, -3.78], [-16.16, -4.39, -1.50], [-15.75, -3.59, -0.40], [-16.28, -5.80, -1.13], [-16.18, -2.70, -2.53], [-16.61, -3.29, 0.20], [-15.21, -2.68, -0.67], [-14.99, -4.19, 0.11], [-15.35, -6.30, -0.85], [-16.91, -6.02, -0.27], [-16.76, -6.38, -1.92], [-20.37, -8.51, -5.50], [-21.52, -8.54, -5.85], [-19.94, -7.89, -4.36], [-18.61, -8.23, -3.79], [-20.85, -7.31, -3.37], [-19.58, -9.16, -5.92], [-17.99, -8.73, -4.53], [-18.73, -8.76, -2.84], [-18.29, -7.24, -3.47], [-21.89, -7.46, -3.67], [-20.71, -7.76, -2.39], [-20.90, -6.22, -3.33], [-20.36, -4.25, -1.20], [-19.30, -3.64, -0.86], [-20.95, -5.26, -0.59], [-22.21, -5.86, -0.97], [-20.31, -5.77, 0.61], [-20.99, -3.69, -1.92], [-22.64, -5.38, -1.86], [-22.26, -6.93, -1.15], [-22.96, -5.95, -0.18], [-20.99, -5.74, 1.46], [-20.01, -6.82, 0.57], [-19.39, -5.26, 0.90]],
  "fmax_ha_per_bohr": 0.1143,
  "smiles": "C[N+](=O)[O-].C[N+](=O)[O-].C[N+](=O)[O-].C[N+](=O)[O-].CN(C)C=O.CN(C)C=O.CN(C)C=O.CN(C)C=O.CN(C)C=O.CN(C)C=O.CN(C)C=O",
  "e_lumo_ev": -0.7,
  "charge": 0,
  "e_tot_ha": -2719.58268,
  "de_lowest_kcal_mol": 67.4,
  "gap_ha": 0.3043
}